1.
{"formula": "C30H37F2O4", "method": "ωB97M-V/def2-TZVPD", "orbital_gap_ha": 0.180, "charge": -1, "species": ["H", "H", "H", "H", "H", "C", "H", "H", "H", "O", "C", "H", "C", "C", "C", "C", "C", "H", "C", "C", "H", "C", "C", "H", "H", "C", "C", "H", "H", "H", "H", "C", "H", "H", "H", "C", "H", "H", "H", "C", "H", "H", "H", "C", "C", "O", "C", "C", "H", "H", "C", "H", "F", "H", "H", "H", "H", "C", "O", "H", "C", "H", "O", "C", "C", "H", "C", "C", "C", "F", "C", "C", "H"], "xyz": [[-3.97, -2.76, 4.48], [3.24, -0.98, 2.79], [-0.45, 2.11, -5.05], [2.93, -2.21, -0.31], [-0.58, -3.38, 1.88], [2.97, -1.39, -3.66], [-0.24, -3.11, 3.57], [4.51, -2.06, 4.60], [1.36, 4.52, -1.98], [2.58, 1.52, -3.34], [-1.20, 0.20, 0.46], [-3.36, -0.32, 4.59], [0.43, 1.96, -2.42], [-2.32, -3.34, 3.20], [-1.55, -0.47, 3.45], [0.89, -0.34, -0.81], [2.85, -2.37, -1.39], [0.19, 3.74, -5.40], [1.65, 1.15, -2.58], [3.54, -2.48, 4.31], [3.12, -0.48, -4.25], [-2.96, -0.98, 3.80], [4.27, -0.37, -1.80], [3.05, -2.90, 5.19], [-1.17, 4.76, -3.75], [2.74, -1.37, 3.69], [-0.46, 1.59, -1.46], [2.34, 3.76, -3.26], [-6.33, 1.58, -0.26], [-2.94, 1.15, 2.38], [4.38, 0.54, -2.40], [-2.58, 0.54, 0.31], [-1.92, 3.22, -3.27], [-0.77, 0.11, 1.44], [-3.63, -0.87, 2.94], [-4.49, 0.83, -1.16], [5.11, -1.05, -2.00], [-2.17, -4.34, 3.64], [3.66, -3.04, -1.70], [-3.18, 0.43, -0.98], [3.71, -3.29, 3.59], [-1.16, 4.27, -2.04], [1.23, 5.11, -3.66], [-2.95, -2.43, 4.25], [-3.39, 1.00, 1.39], [1.45, -1.91, 3.32], [-5.30, 1.27, -0.10], [0.26, 3.21, -3.31], [1.05, -1.17, -0.12], [1.31, 2.40, -5.03], [0.70, -1.00, 2.66], [3.79, -2.09, -3.86], [-4.99, 0.90, -2.44], [4.28, -0.10, -0.74], [1.89, -2.87, -1.61], [-2.36, -2.48, 5.17], [-1.34, 2.21, -1.25], [1.77, -0.11, -1.82], [-1.15, 0.61, 3.87], [-2.99, -3.46, 2.34], [-0.28, 0.45, -0.61], [2.57, -0.55, 4.40], [1.24, 0.00, 2.19], [-0.94, -2.82, 2.76], [2.95, -1.05, -2.16], [-2.58, 0.07, -1.82], [-0.75, -1.36, 2.59], [1.37, 4.22, -3.03], [-4.72, 1.30, 1.17], [-5.50, 1.68, 2.24], [0.33, 2.83, -4.80], [-1.09, 3.90, -3.07], [2.02, -1.85, -3.96]]}

---

2.
{"formula": "C30H37F2O4", "method": "ωB97M-V/def2-TZVPD", "orbital_gap_ha": 0.186, "charge": -1, "species": ["C", "H", "H", "H", "H", "H", "H", "H", "H", "H", "C", "C", "H", "O", "C", "H", "C", "C", "C", "H", "C", "H", "H", "H", "C", "H", "H", "H", "H", "H", "C", "C", "F", "C", "C", "C", "C", "H", "C", "C", "H", "C", "C", "H", "H", "C", "C", "H", "H", "H", "C", "C", "H", "H", "C", "H", "O", "C", "F", "H", "H", "C", "C", "C", "H", "O", "C", "H", "C", "O", "H", "H", "H"], "xyz": [[0.55, -3.12, -4.36], [0.74, -0.79, -5.80], [-1.25, 0.89, -0.32], [-0.40, -2.77, -4.77], [-3.63, 2.89, -2.23], [3.20, 0.58, -1.16], [-1.76, 1.32, -4.98], [2.75, -3.05, -2.73], [-1.95, 3.02, -1.66], [-3.57, -0.34, -2.18], [4.88, -0.02, 0.03], [-2.77, 2.32, -1.86], [3.51, -1.58, -3.41], [-0.86, -0.40, -4.61], [-2.07, 2.04, -4.21], [2.38, -1.41, 2.61], [1.13, -0.10, 0.53], [3.52, 0.14, -0.22], [1.49, -1.93, -4.13], [-3.05, 1.84, -0.91], [4.41, -0.83, 2.21], [0.32, 0.93, 6.63], [0.46, 0.08, 1.38], [-4.03, -1.26, 3.79], [1.01, 1.32, 5.86], [-2.96, 2.58, -4.56], [1.78, -0.67, 5.60], [0.35, -3.64, -3.41], [-3.13, -0.47, -3.88], [-1.25, 2.75, -4.06], [0.27, 2.41, 5.08], [1.21, -0.98, -1.77], [4.85, -0.99, 3.51], [-1.08, 0.53, -2.43], [0.56, -0.21, -0.76], [1.71, -1.16, -5.44], [1.48, 0.18, 4.97], [6.44, -0.52, 1.43], [-1.75, -0.06, 2.82], [-5.32, 0.42, 3.43], [0.92, 2.95, 4.37], [-0.38, -0.27, -3.45], [0.42, -0.35, 3.95], [3.32, -3.04, -4.41], [-5.35, 1.33, 2.82], [2.55, -0.27, 0.75], [-0.91, 1.76, 4.33], [2.08, -1.56, -1.45], [-1.63, 1.48, 5.13], [2.16, -1.81, -6.20], [0.82, -1.02, -3.08], [2.85, -2.43, -3.63], [2.36, -0.30, -5.25], [2.38, 0.49, 4.42], [-2.34, 1.29, -2.90], [-0.11, 3.15, 5.79], [-1.71, -0.84, 1.88], [3.06, -0.90, 1.93], [5.77, 0.28, -0.98], [-5.35, 0.70, 4.49], [-6.21, -0.18, 3.20], [5.37, -0.48, 1.25], [-4.09, -0.39, 3.12], [-0.60, 0.56, 3.53], [-4.39, 0.69, -3.39], [0.52, -1.52, 3.54], [-3.44, 0.23, -3.10], [1.01, -3.84, -5.06], [-0.68, 0.43, -1.12], [-2.91, 0.42, 3.33], [-1.44, 2.48, 3.68], [1.89, 1.73, 6.39], [-4.09, -0.74, 2.10]]}

---

The structure with the greatest stability is 2.

---

1.
{"formula": "CH7N2Si", "method": "ωB97M-V/def2-TZVPD", "smiles": "[NH3+]/C=N\\[SiH3]", "orbital_gap_ha": 0.373, "charge": 1, "species": ["Si", "H", "H", "H", "H", "N", "H", "H", "N", "H", "C"], "xyz": [[-1.98, -0.22, -0.06], [-3.04, 0.11, -1.05], [1.17, 2.04, -0.04], [1.43, -0.94, 0.75], [-1.41, -1.70, -0.44], [1.72, -0.21, 0.06], [-2.45, -0.41, 1.39], [1.88, -0.67, -0.90], [-0.54, 0.83, -0.17], [2.56, 0.16, 0.53], [0.67, 0.99, -0.06]]}

---

2.
{"formula": "CH7N2Si", "method": "ωB97M-V/def2-TZVPD", "smiles": "[NH2+]=CN[SiH3]", "orbital_gap_ha": 0.412, "charge": 1, "species": ["H", "N", "H", "Si", "H", "H", "H", "C", "H", "N", "H"], "xyz": [[-2.64, -0.86, -0.20], [1.77, 0.55, -0.23], [-0.42, -1.77, 0.52], [-1.63, 0.16, -0.01], [-1.38, 0.98, 1.30], [-1.87, 1.14, -1.25], [2.72, 0.55, -0.54], [1.22, -0.61, 0.11], [2.03, -1.29, 0.24], [-0.09, -0.71, 0.22], [1.23, 1.30, -0.70]]}

---

The structure with the greatest stability is 2.

---

1.
{"formula": "C7H8N3", "method": "ωB97M-V/def2-TZVPD", "orbital_gap_ha": 0.323, "charge": 1, "species": ["C", "H", "H", "H", "H", "C", "H", "N", "N", "C", "N", "C", "C", "H", "H", "H", "C", "C"], "xyz": [[1.00, 1.29, -0.67], [0.85, 2.15, -1.26], [1.05, -2.90, 0.21], [-1.52, -1.55, 0.44], [-2.89, -0.51, 1.14], [0.84, -1.92, -0.02], [-2.64, 1.67, 0.35], [-1.95, -0.64, 0.66], [2.09, 1.34, 0.04], [0.12, 0.07, -0.38], [-1.67, 1.57, 0.19], [0.22, -1.35, -1.02], [1.16, -0.71, 0.63], [0.23, -1.46, -2.13], [3.19, 0.09, 1.15], [-1.14, 2.38, -0.18], [-1.22, 0.35, 0.14], [2.27, 0.13, 0.73]]}

---

2.
{"formula": "C7H8N3", "method": "ωB97M-V/def2-TZVPD", "orbital_gap_ha": [0.314, 0.314], "charge": 1, "species": ["H", "N", "N", "C", "C", "H", "C", "C", "C", "H", "H", "N", "H", "H", "H", "C", "H", "C"], "xyz": [[2.04, -1.43, -3.07], [0.03, 3.09, 4.23], [0.48, 3.20, 5.21], [-0.90, -2.14, -1.48], [1.13, -1.35, -2.39], [-0.90, 2.24, 2.79], [1.19, -0.28, -1.53], [0.29, 1.45, 1.25], [0.10, -2.23, -2.45], [-1.68, -2.83, -1.37], [-1.73, 1.72, 1.35], [-0.74, 1.87, 1.80], [1.39, 1.56, 1.36], [-1.80, -0.77, -0.02], [1.90, 0.42, -1.58], [0.14, -0.24, -0.69], [0.07, -3.26, -2.79], [-1.00, -1.03, -0.61]]}

---

The structure with the greatest stability is 1.

---

1.
{"formula": "C3H9NO2", "method": "ωB97M-V/def2-TZVPD", "multiplicity": 2, "orbital_gap_ha": [0.366, 0.162], "charge": 1, "species": ["H", "H", "C", "H", "H", "O", "H", "C", "C", "H", "H", "O", "N", "H", "H"], "xyz": [[-1.25, 0.20, -2.24], [-3.03, -0.14, -1.01], [1.67, 0.42, 0.84], [0.53, -1.24, 0.98], [-0.76, -1.29, -2.09], [0.80, -0.32, 1.39], [-2.26, -1.61, -0.30], [-2.46, -1.07, -1.24], [2.14, 1.56, 1.62], [1.33, 2.22, 1.96], [3.05, 2.14, 1.34], [2.20, 0.09, -0.33], [-1.07, -0.54, -1.63], [-3.07, -1.63, -1.92], [2.18, 1.19, 2.65]]}

---

2.
{"formula": "C3H9NO2", "method": "ωB97M-V/def2-TZVPD", "multiplicity": 2, "orbital_gap_ha": [0.381, 0.193], "charge": 1, "species": ["H", "O", "H", "C", "O", "H", "C", "H", "H", "H", "H", "N", "H", "C", "H"], "xyz": [[1.59, -1.22, -1.53], [1.29, -2.06, -1.26], [-0.06, -0.90, 2.56], [-0.01, 1.06, -0.35], [1.16, 0.93, -0.69], [1.56, -2.69, -2.01], [0.06, -0.79, 1.44], [-1.60, -0.14, 0.38], [1.16, -0.77, 1.28], [-0.39, 2.66, -1.51], [-1.13, 1.06, 1.50], [-0.84, 1.97, -1.01], [-0.35, -1.72, 1.01], [-0.71, 0.38, 0.82], [-1.72, 2.23, -0.63]]}

---

The structure with the greatest stability is 2.